Record 1
{
  "formula": "C27H27ClN5O3SYb",
  "method": "the ωB97M-V functional and the def2-TZVPD basis",
  "elements": ["Yb", "C", "C", "C", "C", "N", "C", "C", "C", "C", "C", "C", "N", "C", "C", "C", "C", "C", "N", "H", "H", "H", "H", "H", "H", "H", "H", "H", "H", "H", "C", "N", "C", "C", "N", "H", "H", "H", "H", "H", "H", "Cl", "C", "C", "C", "C", "C", "C", "C", "O", "O", "H", "H", "H", "H", "C", "S", "C", "O", "H", "H", "H", "H", "H", "H"],
  "coordinates": [[-0.36884, 0.22649, -0.40265], [-1.23319, -3.28772, 2.74266], [-2.00429, -2.74580, 3.75901], [-2.43142, -1.45985, 3.60789], [-2.11664, -0.72469, 2.40076], [-1.25548, -1.22923, 1.50724], [-0.87213, -2.51789, 1.66336], [-2.51576, 0.74732, 2.22237], [-3.35702, 1.37783, 3.14686], [-3.81600, 2.64065, 2.78912], [-3.38858, 3.21145, 1.58548], [-2.48193, 2.56804, 0.75386], [-2.01035, 1.34581, 1.14788], [-2.02002, 3.18365, -0.46914], [-2.57185, 4.38160, -1.00986], [-2.28921, 4.73313, -2.31654], [-1.35801, 3.98417, -3.08373], [-0.86362, 2.81761, -2.47890], [-1.23781, 2.40602, -1.25597], [-0.84003, -4.27149, 2.75618], [-2.15982, -3.33004, 4.61302], [-2.99529, -0.96838, 4.40074], [-0.20876, -2.89103, 0.98026], [-3.59515, 1.08686, 4.16197], [-4.40411, 3.16692, 3.53055], [-3.86199, 4.14027, 1.26228], [-3.10009, 5.02107, -0.31559], [-2.63855, 5.65270, -2.79232], [-0.99366, 4.24650, -4.07184], [-0.17600, 2.16895, -3.01266], [2.99557, -2.75683, -2.21527], [2.83747, -1.45887, -2.98279], [3.70069, -1.28034, -4.14611], [1.77068, -0.70888, -2.82547], [0.73247, -0.18835, -2.58636], [2.07790, -3.38083, -2.18210], [3.22663, -2.47382, -1.22965], [3.79089, -3.35434, -2.69391], [4.68179, -1.59894, -3.80706], [3.67910, -0.25274, -4.46221], [3.40508, -1.96627, -4.99710], [5.61401, 0.18409, 5.55635], [4.48256, 0.23160, 4.36367], [4.00111, 1.42738, 3.83468], [3.11182, 1.36688, 2.78529], [2.85199, 0.18985, 2.10531], [3.40749, -0.99464, 2.59212], [4.05591, -0.98512, 3.83993], [1.97394, 0.26627, 0.87400], [1.40448, 1.36354, 0.66125], [1.75698, -0.83022, 0.25031], [4.41191, 2.40778, 4.13569], [2.61105, 2.24490, 2.31460], [3.25308, -1.89747, 2.00374], [4.50620, -1.85067, 4.23738], [-2.01749, -1.01775, -4.38896], [-2.44291, -1.73790, -2.69748], [-1.34448, -3.10013, -2.63468], [-1.91277, -0.85951, -1.62242], [-1.51709, -1.77091, -4.94111], [-1.38754, -0.04292, -4.33926], [-3.03423, -0.79184, -4.85659], [-1.19495, -3.33935, -3.68949], [-1.86622, -3.88374, -2.05675], [-0.45752, -2.84081, -2.02188]],
  "e_above_lowest_kj_mol": 143.7,
  "largest_force_ev_per_a": 3.4,
  "total_charge": 2,
  "e_tot_ev": -96907.523,
  "spin_multiplicity": 2,
  "homo_lumo_gap_ev": [6.8, 6.8],
  "mol_weight_g_mol": 710.11,
  "s2": 0.751
}

Record 2
{
  "formula": "C6H12BN4O4",
  "method": "the ωB97M-V functional and the def2-TZVPD basis",
  "elements": ["O", "B", "O", "O", "N", "C", "C", "C", "C", "C", "N", "H", "H", "H", "H", "H", "H", "H", "H", "C", "O", "N", "N", "H", "H", "H", "H"],
  "coordinates": [[-2.16031, -0.78412, 2.90764], [-2.36617, -1.23714, 1.57622], [-3.07419, -0.35291, 0.70243], [-1.85075, -2.51750, 1.15891], [-1.27516, -2.45999, -0.09039], [0.14069, -1.96835, -0.05819], [1.16904, -2.96683, 0.29738], [2.58958, -2.47524, 0.35762], [2.82779, -1.02175, 0.05301], [1.63847, -0.20952, -0.30186], [0.29875, -0.64473, -0.37307], [-1.28456, -0.34761, 2.88218], [-2.37501, 0.22063, 0.32156], [-1.20222, -3.44210, -0.41712], [-1.84501, -1.96876, -0.80365], [0.89615, -4.02998, 0.50226], [3.44263, -3.15300, 0.60341], [3.86556, -0.61496, 0.10565], [1.83186, 0.87698, -0.54007], [0.21116, 3.44768, -1.42311], [1.07966, 2.98984, -2.14944], [-0.31273, 4.68838, -1.59070], [-0.30591, 2.74352, -0.37625], [-1.02574, 5.07312, -0.99954], [0.04343, 5.23903, -2.35263], [0.06093, 1.81528, -0.22639], [-1.01795, 3.10002, 0.23417]],
  "largest_force_ev_per_a": 4.0,
  "total_charge": 1,
  "e_tot_ev": -21237.304,
  "homo_lumo_gap_ev": 8.2,
  "mol_weight_g_mol": 215.00
}

Record 3
{
  "formula": "C2H3BrN",
  "method": "the ωB97M-V functional and the def2-TZVPD basis",
  "elements": ["C", "C", "N", "Br", "H", "H", "H"],
  "coordinates": [[-0.18124, 0.28121, 0.24865], [-1.56913, 0.49575, 0.18823], [1.04380, -0.10359, -0.27484], [-3.07256, 0.22835, 1.01976], [1.51126, -0.45048, 0.55539], [1.48096, 0.51161, -0.95091], [0.78692, -0.96285, -0.78627]],
  "e_above_lowest_kj_mol": 168.5,
  "largest_force_ev_per_a": 12.5,
  "total_charge": 1,
  "e_tot_ev": -73642.939,
  "homo_lumo_gap_ev": 9.2,
  "mol_weight_g_mol": 120.96
}

Record 4
{
  "formula": "C11H35B2ClNO14P3",
  "method": "the ωB97M-V functional and the def2-TZVPD basis",
  "elements": ["C", "O", "B", "O", "B", "Cl", "C", "N", "H", "H", "H", "H", "H", "H", "H", "H", "C", "O", "P", "O", "O", "C", "O", "C", "H", "H", "H", "H", "H", "H", "H", "H", "H", "C", "O", "P", "O", "O", "C", "O", "C", "H", "H", "H", "H", "H", "H", "H", "H", "H", "C", "O", "P", "O", "O", "C", "O", "C", "H", "H", "H", "H", "H", "H", "H", "H", "H"],
  "coordinates": [[0.62068, -1.40823, 2.40216], [-0.74683, -1.03718, 1.98825], [-1.61871, -2.26016, 1.89713], [-1.39889, -3.34438, 0.90666], [-2.89950, -2.27661, 2.98585], [-2.69769, -1.78034, 4.77129], [-4.42508, -2.70452, 2.49972], [-5.11878, -1.37358, 2.13875], [1.21542, -1.65185, 1.41712], [0.65115, -2.35706, 3.10022], [1.10188, -0.49726, 2.98498], [-0.44664, -3.65695, 0.90352], [-5.07982, -3.19427, 3.33706], [-4.34881, -3.32523, 1.50893], [-4.89293, -1.14825, 1.14200], [-4.65782, -0.63389, 2.74838], [-0.80141, 4.53667, -0.45614], [0.27876, 3.78673, 0.08441], [1.13004, 2.70363, -0.96197], [1.05442, 3.70596, -2.12107], [-0.18249, 1.70494, -1.00786], [-0.69537, 1.23982, 0.22924], [1.98132, 1.62041, -2.00848], [3.37790, 1.84768, -2.02987], [-1.42693, 4.87812, 0.37297], [-0.42083, 5.41410, -0.98479], [-1.41688, 3.92900, -1.12508], [-1.62026, 1.77333, 0.45322], [0.01404, 1.39465, 1.04824], [-0.91719, 0.17355, 0.14636], [3.78961, 1.70634, -1.02692], [3.59469, 2.86023, -2.37999], [3.84137, 1.12900, -2.70999], [6.09167, -1.89561, 4.44978], [6.57562, -3.16156, 4.02019], [5.66641, -4.02615, 2.82918], [5.36370, -2.72981, 2.06643], [4.47426, -4.30897, 3.93417], [4.84206, -4.94581, 5.14618], [4.75705, -4.89080, 1.63809], [5.52633, -5.26168, 0.50974], [6.55675, -1.66212, 5.41127], [6.37681, -1.12232, 3.73221], [5.00666, -1.90539, 4.58476], [4.84743, -4.20639, 5.94833], [5.83196, -5.40797, 5.07928], [4.10447, -5.71549, 5.38404], [6.34366, -5.91799, 0.82059], [5.93104, -4.37481, 0.01524], [4.88489, -5.79933, -0.19264], [-5.79774, 5.03166, -4.93269], [-4.90982, 4.47016, -3.97472], [-3.66820, 3.40308, -4.53366], [-3.42473, 4.27596, -5.77169], [-4.80116, 2.25492, -4.88056], [-5.66580, 1.85006, -3.83257], [-2.42652, 2.33588, -5.09270], [-1.12958, 2.72529, -4.68181], [-6.69391, 5.37226, -4.40719], [-5.33190, 5.89474, -5.41465], [-6.09697, 4.29474, -5.68300], [-6.65152, 2.28795, -3.99643], [-5.29319, 2.16469, -2.85270], [-5.75916, 0.76189, -3.84602], [-1.07458, 2.72892, -3.58985], [-0.88894, 3.71913, -5.06812], [-0.40551, 2.00647, -5.07281]],
  "largest_force_ev_per_a": 9.9,
  "total_charge": 0,
  "e_tot_ev": -83862.342,
  "homo_lumo_gap_ev": 5.8,
  "mol_weight_g_mol": 555.39
}